# C27H20N7O2S3SeTeTi

A structure of composition C27H20N7O2S3SeTeTi in a non-equilibrium geometry (wB97M-V/def2-TZVPD, OMol25).

Cartesian coordinates (Å):
Ti  -0.71  -0.20  0.78
O  -1.07  -0.98  -3.07
C  -0.47  -1.15  -2.04
N  -1.04  -1.44  -0.80
C  -2.16  -2.22  -0.75
O  -2.62  -2.92  -1.63
C  -2.78  -2.25  0.64
C  -3.90  -3.02  0.88
C  -4.41  -3.04  2.17
C  -3.79  -2.30  3.16
C  -2.67  -1.55  2.82
N  -2.17  -1.53  1.59
C  1.03  -0.96  -1.99
C  1.66  -0.37  -3.08
C  3.02  -0.15  -3.01
C  3.70  -0.52  -1.86
C  2.99  -1.11  -0.83
N  1.68  -1.33  -0.89
H  -4.33  -3.58  0.06
H  -5.30  -3.63  2.40
H  -4.15  -2.28  4.17
H  -2.16  -0.93  3.54
H  1.07  -0.09  -3.94
H  3.55  0.32  -3.83
H  4.77  -0.36  -1.75
H  3.48  -1.41  0.09
Se  6.24  2.37  2.80
N  5.21  1.02  3.37
C  4.14  1.00  2.63
C  3.07  0.02  2.77
C  3.13  -1.01  3.67
C  2.08  -1.95  3.72
C  1.01  -1.78  2.87
N  0.91  -0.78  1.99
C  1.94  0.14  1.90
C  1.85  1.15  0.92
N  0.73  1.19  0.13
C  0.65  2.11  -0.84
C  1.64  3.03  -1.10
C  2.79  3.02  -0.29
C  2.90  2.09  0.71
C  4.07  2.03  1.59
N  5.08  2.85  1.52
H  3.99  -1.09  4.32
H  2.10  -2.78  4.40
H  0.18  -2.47  2.88
H  -0.27  2.09  -1.42
H  1.51  3.75  -1.89
H  3.59  3.73  -0.44
S  -2.56  3.90  1.92
C  -2.10  2.33  1.67
S  -1.04  1.44  2.72
S  -2.54  1.42  0.24
C  -3.94  0.27  -2.72
Te  -3.11  2.20  -3.08
C  -3.51  1.98  -5.18
H  -3.29  -0.48  -3.17
H  -4.94  0.24  -3.15
H  -4.00  0.12  -1.65
H  -4.58  1.82  -5.33
H  -2.95  1.12  -5.56
H  -3.20  2.88  -5.71

Values from the calculation:
E_HOMO (alpha / beta), hartree: -0.113 / -0.162
Total energy, eV: -171115.6487
Orbital gap (alpha / beta), eV: 4.75 / 6.17
Multiplicity: 3
Energy above the lowest of the compared OMol25 structures with the same formula, charge and spin, kJ/mol: 63.64
⟨S²⟩: 2.0219
Total charge: -1

Löwdin atomic charge list, values in e, 5 entries: number 1, Ti, carries 0.66; number 2, O, carries 0.08; number 3, C, carries -0.41; number 4, N, carries 0.01; number 5, C, carries -0.45